1.
The following is a quantum chemistry calculation of a molecular structure, C36H72AsCuF12N2O16, from the Open Molecules 2025 dataset.

```
140
Properties=species:S:1:pos:R:3:forces:R:3:mulliken_spin:R:1
Cu 2.189672 0.620402 -3.047854 -0.793 -1.140 3.340 0.7658
As 0.757905 -0.543428 0.562065 -1.036 -0.610 0.365 0.0034
F -0.533323 -1.060645 -0.538159 0.799 0.001 0.688 -0.0002
F -0.251857 0.912369 0.891856 1.148 -1.412 0.288 -0.0005
F 2.105238 -0.016034 1.587259 -1.187 -0.129 -0.759 0.0006
F 1.750689 -1.964359 0.086669 -0.851 1.189 0.298 -0.0016
F 1.411378 0.399936 -0.812178 0.029 -0.715 0.807 0.0028
F 0.027277 -1.506592 1.912007 0.961 1.472 -1.565 -0.0002
C 3.576924 1.420770 3.996267 0.397 -0.468 -1.026 -0.0001
C 4.755684 1.140767 3.138750 -2.105 0.526 1.795 0.0001
N 5.688671 0.943927 2.527544 1.607 -0.439 -1.377 0.0000
H 2.690737 1.277973 3.377904 -0.036 0.311 0.013 0.0002
H 3.632815 2.446194 4.361612 -0.132 -0.300 0.247 0.0000
H 3.506820 0.643384 4.757100 0.247 0.372 0.285 0.0000
C -1.901202 2.766208 -1.223198 1.142 -1.180 -1.605 0.0008
C -0.697622 2.247937 -1.998814 0.623 -0.274 0.146 -0.0009
N 0.215368 1.858677 -2.606219 -0.425 0.093 0.350 0.0286
H -2.185950 3.640368 -1.808738 -0.053 0.394 0.736 0.0004
H -1.696723 2.843312 -0.155334 0.306 0.457 -0.352 -0.0005
H -2.697698 2.039576 -1.383497 -0.017 -0.138 0.042 -0.0009
C -2.338340 -4.509037 -7.876985 0.292 -0.375 -0.305 0.0000
O -2.317353 -4.814516 -6.522575 -0.787 -1.607 1.287 0.0001
C -1.044716 -4.977707 -5.966000 0.916 1.792 1.133 -0.0001
C -0.915424 -5.549201 -4.539914 -1.521 0.134 -0.233 0.0000
O -1.343574 -4.583047 -3.549626 0.299 -1.111 0.477 0.0003
C -1.585329 -5.288487 -2.295151 -0.326 0.355 -0.202 0.0001
C -1.613686 -4.297185 -1.113695 0.516 -2.086 0.005 -0.0005
O -1.648588 -5.096221 0.105395 -0.507 1.105 -0.798 0.0000
C -1.588239 -4.250809 1.232287 0.602 0.163 1.377 0.0000
H -1.758089 -5.263072 -8.408812 -0.015 -0.043 -0.417 0.0000
H -1.891683 -3.534532 -8.074305 -0.044 0.297 -0.105 0.0000
H -3.379295 -4.549562 -8.197746 0.155 0.155 -0.051 0.0000
H -0.758836 -3.930740 -5.864806 1.000 0.357 0.226 0.0004
H -0.257663 -5.422119 -6.575215 -0.442 -0.522 -0.576 0.0000
H 0.089653 -5.911011 -4.323076 0.440 0.456 -0.198 -0.0001
H -1.510983 -6.455207 -4.427841 -0.428 -0.056 -0.160 0.0000
H -0.858715 -6.089774 -2.160753 0.505 0.273 0.230 0.0000
H -2.533319 -5.825257 -2.331036 -0.310 0.147 -0.234 0.0000
H -2.513389 -3.690324 -1.215418 0.224 0.446 0.225 0.0000
H -0.659796 -3.769942 -1.127916 -0.216 0.657 0.084 0.0003
H -2.400375 -3.552611 1.434895 -0.486 0.176 -0.978 0.0000
H -0.664204 -3.675399 1.288516 0.130 0.130 -0.456 0.0000
H -1.587111 -4.794025 2.177284 0.066 -0.864 -0.350 0.0000
C -0.771181 6.043490 -2.679873 0.026 0.690 -0.082 0.0000
O 0.331082 5.378498 -2.055429 -0.917 -0.095 -0.564 0.0000
C 1.023351 6.020706 -0.999100 0.187 -1.070 1.585 -0.0001
C 0.525526 5.566266 0.445336 -1.242 0.472 -1.423 0.0000
O 0.661612 4.171291 0.674735 0.569 0.196 -0.149 0.0017
C 0.513363 3.862069 2.058259 0.432 0.006 -0.342 0.0000
C -0.860207 4.092586 2.660465 -0.098 0.789 -0.331 0.0001
O -1.211237 5.462449 2.863505 0.624 0.422 0.192 0.0000
C -2.551143 5.674155 3.283714 0.041 -0.627 -0.066 0.0000
H -1.439204 5.414172 -3.267924 0.306 -1.013 0.485 0.0000
H -0.471296 6.732031 -3.469868 0.613 0.432 0.261 0.0000
H -1.423612 6.584648 -1.994621 0.188 0.032 0.347 0.0000
H 1.108775 7.104977 -1.070879 -0.635 0.157 -0.049 0.0000
H 2.054658 5.686108 -1.111121 0.136 -0.182 0.066 0.0000
H -0.549132 5.726041 0.532928 -0.238 0.570 -0.405 0.0000
H 0.905036 6.168713 1.270639 0.733 0.022 -0.128 0.0000
H 1.318403 4.348586 2.608997 -0.113 0.249 0.324 -0.0001
H 0.703428 2.789690 2.102635 -0.124 -0.065 0.135 -0.0003
H -0.835023 3.554385 3.607987 -0.457 -0.166 0.141 0.0000
H -1.577382 3.692603 1.943682 -0.334 -0.548 0.180 0.0000
H -2.810307 6.717756 3.462121 0.707 0.141 -0.280 0.0000
H -2.748348 5.168793 4.229128 -0.075 -0.312 0.065 0.0000
H -3.221545 5.306332 2.506954 -0.301 -0.184 0.019 0.0000
C -0.118151 -1.463234 -3.644385 -1.817 0.212 0.358 -0.0092
O 1.289551 -1.224714 -3.441354 -0.334 0.170 -0.584 0.0611
C 1.864225 -2.473392 -3.002294 1.849 -0.587 -0.550 -0.0023
C 3.353656 -2.224632 -2.728886 -0.826 0.033 -0.549 -0.0033
O 3.418272 -0.984111 -2.040122 -0.749 0.201 0.117 0.0920
C 4.679435 -0.724451 -1.437269 -0.032 0.546 -0.493 -0.0107
C 4.621199 0.614681 -0.761033 -0.361 1.341 0.321 -0.0071
O 3.664927 1.479407 -1.421066 -0.672 -0.160 -1.947 0.0293
C 3.374527 2.717166 -0.765829 0.277 0.421 0.779 0.0011
H -0.409051 -2.109857 -4.472251 1.053 -0.552 0.002 0.0048
H -0.732841 -0.593539 -3.876532 0.812 0.719 0.384 0.0041
H -0.490761 -1.874766 -2.706353 -0.119 -0.045 -0.193 0.0023
H 1.823454 -3.209551 -3.805112 -0.186 0.210 -0.464 0.0028
H 1.348567 -2.989874 -2.192691 -0.207 0.988 0.446 0.0026
H 3.950065 -2.107710 -3.633722 -0.170 -0.097 -0.400 0.0020
H 3.791152 -3.079621 -2.213429 -0.074 0.229 0.585 0.0064
H 5.383621 -0.746619 -2.268973 0.536 -0.085 0.301 0.0061
H 4.897641 -1.443098 -0.647312 0.050 -0.400 -0.339 0.0122
H 5.594926 1.103213 -0.797072 0.137 -0.071 0.039 0.0009
H 4.339816 0.541300 0.289461 -0.185 -0.124 -0.046 0.0037
H 2.489500 3.254646 -1.106342 -0.261 -0.787 -0.548 0.0005
H 4.191837 3.424460 -0.906663 0.323 -0.191 0.222 -0.0005
H 3.187591 2.509150 0.287685 0.190 0.084 0.094 0.0013
C -4.030267 1.208446 2.864194 -0.899 0.875 -0.951 0.0001
O -4.629565 0.692767 1.638182 0.263 -0.589 0.945 0.0000
C -3.755248 -0.192892 0.948250 0.386 0.993 -0.018 -0.0002
C -4.256546 -0.631396 -0.423180 -0.375 0.416 1.118 0.0000
O -4.538012 0.481243 -1.217812 0.002 0.978 0.000 0.0000
C -4.904050 0.156465 -2.519643 0.153 0.906 -1.206 0.0000
C -5.009907 1.424899 -3.398103 -0.593 -0.421 0.980 0.0000
O -3.751121 2.013706 -3.475397 1.093 0.509 -0.962 0.0001
C -3.717687 3.210879 -4.244241 -0.136 0.280 0.309 0.0000
H -3.840978 2.265522 2.677500 0.007 0.250 0.025 0.0000
H -3.067276 0.827466 3.204215 -0.155 -0.788 -0.395 0.0000
H -4.774255 1.167904 3.659777 0.090 -0.297 -0.015 0.0000
H -3.541092 -1.076193 1.549919 0.043 -0.221 0.033 0.0000
H -2.844017 0.396559 0.846661 0.576 -0.414 -0.375 0.0002
H -5.183724 -1.186395 -0.280340 -0.013 -0.505 -0.119 0.0000
H -3.465868 -1.219768 -0.888742 0.022 -0.420 0.012 0.0000
H -5.829108 -0.413080 -2.608944 -0.299 -0.020 0.326 0.0000
H -4.123446 -0.448228 -2.981276 0.258 -0.298 -0.131 0.0000
H -5.677063 2.188998 -2.999167 -0.495 -0.224 0.383 0.0000
H -5.416088 1.134524 -4.367019 0.164 -0.103 -0.335 0.0000
H -4.192236 4.056494 -3.746391 -0.191 0.007 0.583 0.0000
H -4.253120 3.173201 -5.192922 0.181 -0.588 -0.262 0.0000
H -2.680917 3.509153 -4.399944 0.041 -0.333 -0.133 0.0000
C -0.190837 0.503688 4.498512 0.304 0.780 0.179 -0.0002
C 0.395426 0.710264 5.912064 0.661 -1.651 -0.751 0.0000
O 0.173185 1.952421 6.581061 -2.410 -2.355 1.568 0.0000
C 0.542162 3.082904 6.175666 4.510 1.420 -3.039 0.0000
O 1.366836 3.245007 5.252686 -2.237 0.236 1.666 0.0001
C 0.147329 4.248105 7.098945 0.633 0.029 -0.360 0.0000
F -0.863357 3.896597 7.888239 0.026 0.644 -0.151 0.0000
F 1.217095 4.572609 7.875277 -0.950 -0.132 -0.586 0.0000
F -0.154882 5.294310 6.307386 -0.166 -0.346 0.914 0.0000
H -1.277050 0.508195 4.407859 -0.004 -0.098 0.528 0.0000
H 0.174816 -0.436345 4.085299 -0.009 -0.060 0.226 0.0000
H 0.148808 1.280607 3.813583 0.196 0.063 0.055 0.0001
H 1.453010 0.446747 5.924929 0.419 0.892 -0.497 0.0000
H 0.095604 -0.097762 6.579368 -0.990 0.531 0.257 0.0000
C 3.758870 -2.839704 2.980442 -0.445 -0.302 0.277 0.0000
C 4.197989 -4.072123 2.207057 0.241 1.159 -0.992 0.0000
O 3.567876 -5.236288 2.711815 -0.469 0.924 1.398 0.0000
C 4.013806 -6.378200 2.331580 3.037 -1.307 -3.221 -0.0001
O 4.938681 -6.557890 1.503768 -2.821 0.230 2.596 0.0000
C 3.223058 -7.517321 3.005250 0.311 0.210 0.015 0.0001
F 2.225689 -7.035037 3.735705 -0.533 -0.030 -0.097 0.0000
F 2.737698 -8.354199 2.083214 0.188 0.044 0.367 0.0000
F 4.031535 -8.151479 3.852223 0.200 -0.508 -0.213 0.0000
H 2.709100 -2.598631 2.813221 0.005 -0.007 -0.181 0.0000
H 4.364815 -1.968808 2.730500 0.039 -0.094 -0.203 0.0000
H 3.859989 -3.001114 4.053664 0.188 -0.121 0.037 0.0000
H 5.286137 -4.128736 2.178258 -0.024 -0.537 0.348 0.0000
H 3.883672 -4.050251 1.163582 0.027 0.429 -0.161 0.0003
```
Forces are in eV/Å.

LUMO (spin up / spin down)	-4.500 / -7.599	eV
gap between HOMO and LUMO (spin up / spin down)	6.898 / 3.799	eV
spin multiplicity	2
expectation value of S²	0.75
net charge	+1

***

2.
The following is a quantum chemistry calculation of a molecular structure, C31H39B2N14STc, from the Open Molecules 2025 dataset.

```
88
Properties=species:S:1:pos:R:3:forces:R:3:mulliken_spin:R:1
Tc 0.138361 -0.103520 0.200645 -0.042 -0.112 0.666 0.9044
C 1.046642 -1.230684 -3.128612 -0.033 0.025 -0.124 0.0001
C 0.529427 0.141767 -2.877491 -0.004 0.071 0.035 0.0073
C 0.448493 1.172314 -3.787958 0.031 -0.128 0.024 0.0041
C -0.071012 2.258704 -3.092447 -0.006 0.088 0.143 0.0162
N -0.293879 1.905129 -1.833662 -0.240 -0.024 -0.018 0.0217
N 0.062370 0.594786 -1.666614 0.235 -0.039 -0.255 0.0036
B -0.849582 2.793002 -0.651979 0.068 -0.164 0.046 -0.0432
N 0.289624 2.949290 0.361268 -0.119 -0.115 -0.012 0.0092
C 0.892238 4.003450 0.910058 0.055 0.007 -0.014 0.0421
C 1.879799 3.547832 1.765879 -0.027 0.084 -0.027 0.0172
C 1.833310 2.170279 1.697087 -0.063 -0.249 -0.080 -0.0041
C 2.764641 1.239204 2.400133 0.008 0.046 0.185 0.0025
N 0.845015 1.791069 0.842073 0.077 0.275 -0.033 0.0368
N -1.958273 1.933675 0.047500 0.266 -0.030 -0.072 0.0259
C -3.165407 2.339691 0.397009 -0.037 -0.034 0.002 0.0052
C -3.847588 1.270628 0.971414 -0.063 0.065 -0.077 0.0017
C -2.978376 0.211447 0.935488 0.260 0.010 -0.015 -0.0117
C -3.280729 -1.163180 1.393570 0.023 -0.045 0.030 -0.0043
N -1.772176 0.617600 0.398130 -0.551 0.330 -0.114 -0.0118
N -1.439193 4.033877 -1.199750 -0.077 0.385 -0.126 -0.0005
C -2.446509 4.128078 -2.124676 0.029 0.056 0.034 -0.0011
C -2.693581 5.450255 -2.351546 0.090 -0.244 0.087 0.0016
C -1.780323 6.137171 -1.514507 0.121 0.175 0.110 -0.0003
C -1.611792 7.614960 -1.365855 -0.014 -0.050 -0.012 0.0001
N -1.034801 5.291528 -0.829532 -0.059 -0.164 -0.048 0.0005
H 1.845681 -1.177293 -3.866561 -0.010 -0.015 -0.007 0.0005
H 0.262659 -1.866611 -3.544730 -0.002 0.001 -0.010 0.0016
H 1.433704 -1.713078 -2.239022 0.022 -0.035 0.101 -0.0023
H 0.738490 1.144796 -4.822516 0.029 0.002 -0.067 0.0000
H -0.282106 3.263720 -3.419243 -0.015 0.032 -0.037 -0.0001
H 0.575837 4.992639 0.633244 -0.033 0.103 -0.006 0.0015
H 2.550887 4.146594 2.353489 0.051 0.042 0.046 0.0001
H 2.714876 1.428231 3.474857 -0.007 -0.023 -0.009 0.0008
H 3.788628 1.447010 2.089953 0.032 -0.016 -0.007 0.0009
H 2.546989 0.191439 2.208567 0.041 0.095 -0.080 -0.0007
H -3.478242 3.353851 0.211775 -0.028 0.038 -0.004 0.0002
H -4.856349 1.271637 1.341647 -0.059 -0.011 0.039 -0.0001
H -4.276834 -1.180329 1.829595 0.012 -0.018 0.050 -0.0001
H -2.554926 -1.483436 2.139932 0.043 -0.091 0.010 0.0031
H -3.275815 -1.864625 0.561066 0.007 -0.051 -0.040 0.0021
H -2.908461 3.251465 -2.545399 -0.056 -0.101 -0.046 -0.0003
H -3.421534 5.877583 -3.016314 -0.046 0.027 -0.050 0.0001
H -2.338183 8.147152 -1.975783 0.002 -0.010 0.004 0.0000
H -0.614181 7.921500 -1.679941 -0.012 0.005 0.027 0.0000
H -1.751160 7.914953 -0.327838 0.027 0.009 -0.011 0.0000
B 2.168511 -3.203754 0.181011 0.026 0.062 -0.174 0.0087
N 2.749177 -1.765391 -0.002605 -0.223 -0.090 0.477 0.0090
C 4.010127 -1.573019 -0.335371 0.081 0.014 -0.038 -0.0008
C 4.203856 -0.236784 -0.720460 -0.020 -0.023 -0.026 0.0019
C 2.978968 0.335833 -0.573570 -0.076 0.001 0.049 0.0066
N 2.064507 -0.584140 -0.111902 0.246 0.006 -0.247 -0.0311
N 0.887625 -3.311517 1.112490 0.072 0.165 0.028 0.0179
C 0.766273 -4.295338 1.995554 -0.012 0.018 -0.042 0.0007
C -0.563792 -4.712101 2.090307 -0.028 -0.054 -0.067 -0.0011
C -1.237191 -3.956261 1.170078 0.020 -0.025 -0.037 0.0026
N -0.351868 -3.101389 0.582797 0.081 0.047 0.119 0.0067
H 1.815530 -3.613299 -0.894025 -0.052 -0.015 0.008 -0.0008
H 3.013924 -3.864505 0.698998 0.040 -0.010 -0.013 0.0003
H 4.709742 -2.391455 -0.304191 0.051 -0.049 0.011 0.0001
H 5.119059 0.221143 -1.048936 0.044 0.023 -0.017 -0.0001
H 2.675903 1.354053 -0.738817 0.012 0.044 -0.038 -0.0018
H 1.649337 -4.688005 2.469685 0.059 -0.063 0.010 0.0004
H -0.962552 -5.496001 2.708127 -0.041 -0.016 0.066 -0.0001
H -2.276522 -3.927803 0.904728 -0.147 0.009 -0.006 -0.0003
C -0.394327 -3.226011 5.537144 -0.024 0.009 0.030 0.0009
N -0.632240 -2.306305 4.428945 -0.017 0.244 -0.158 0.0000
C 0.301264 -1.576946 3.847942 0.330 -0.290 0.080 -0.0046
N 1.564863 -1.693080 4.240710 -0.030 -0.004 -0.203 -0.0014
S -0.134345 -0.344292 2.694594 -0.204 0.118 -0.136 0.0016
H -1.319697 -3.750466 5.751063 -0.010 -0.013 0.025 -0.0001
H -0.086379 -2.687028 6.433660 0.022 0.002 0.018 -0.0001
H 0.363372 -3.960346 5.263094 0.015 -0.026 0.010 -0.0001
H -1.583339 -2.093808 4.169342 0.014 -0.039 0.020 -0.0002
H 1.837683 -2.248622 5.037978 -0.007 -0.002 0.017 -0.0003
H 2.255090 -1.082378 3.831986 -0.019 -0.044 0.086 0.0006
C -0.621490 -2.039495 -0.290212 -0.187 -0.281 -0.206 -0.1355
C -1.454646 -2.439255 -1.366055 -0.135 0.144 0.061 0.0507
C -2.251290 -1.498886 -2.088452 0.125 -0.310 0.011 0.0149
C -3.029130 -1.911506 -3.142707 0.143 0.014 0.152 0.0030
C -2.995372 -3.250544 -3.542438 -0.078 -0.031 -0.105 0.0223
C -2.203448 -4.187636 -2.883827 0.027 -0.001 0.039 0.0001
C -1.454352 -3.799853 -1.798522 -0.034 0.077 -0.025 0.0030
H -2.278006 -0.474474 -1.766670 0.005 0.217 0.070 -0.0031
H -3.662544 -1.210254 -3.666115 -0.011 0.032 -0.015 0.0003
H -3.590924 -3.563673 -4.390507 -0.013 -0.011 -0.013 -0.0005
H -2.173339 -5.209786 -3.232310 0.009 -0.033 -0.003 0.0002
H -0.803026 -4.515289 -1.316417 0.022 -0.018 -0.057 -0.0010
```
Forces are in eV/Å.

LUMO (spin up / spin down)	-11.141 / -11.035	eV
gap between HOMO and LUMO (spin up / spin down)	4.538 / 4.644	eV
spin multiplicity	2
expectation value of S²	0.77
ΔE to the lowest compared entry with this formula, charge and spin	24.9	kcal/mol
net charge	+3